(1)
89
Properties=species:S:1:pos:R:3:mulliken_charge:R:1 method="wB97M-V/def2-TZVPD" orbital_gap_ev=9.42 largest_force_ev_per_a=6.97 e_tot_ev=-45105.1932 de_lowest_kj_mol=0.0 smiles="NC(N)=O.CCO.CCO.CCO.CCO.CCO.CCO.CCO.CO.CO.CO" e_homo_ev=-9.040 spin_multiplicity=1
N 19.656 12.384 -18.192 -0.33
C 19.317 12.905 -17.030 0.34
N 20.127 12.515 -16.056 -0.37
O 18.247 13.822 -16.900 -0.52
H 19.178 12.717 -18.997 0.26
H 20.479 11.834 -18.237 0.15
H 20.057 13.146 -15.248 0.24
H 21.000 12.075 -16.215 0.23
C 20.980 18.891 -15.967 0.42
C 21.608 20.157 -15.440 -0.75
O 22.120 20.023 -14.167 -0.54
H 20.519 19.112 -16.934 0.02
H 20.226 18.592 -15.280 -0.24
H 21.652 18.015 -16.126 0.13
H 20.916 20.937 -15.440 0.28
H 22.394 20.643 -16.094 0.37
H 21.393 19.967 -13.502 0.30
C 18.637 14.316 -22.538 -0.86
C 19.516 14.089 -21.258 -0.18
O 18.563 14.132 -20.242 -0.56
H 18.320 13.355 -22.955 0.30
H 19.238 14.812 -23.268 0.40
H 17.769 14.975 -22.366 0.03
H 20.264 14.836 -21.049 0.27
H 19.953 13.043 -21.194 0.33
H 18.352 15.074 -20.017 0.05
C 12.788 18.992 -19.490 -1.02
C 13.418 19.376 -18.136 -0.35
O 14.287 18.314 -17.825 -0.32
H 12.107 18.192 -19.349 0.33
H 13.530 18.729 -20.216 0.09
H 12.190 19.827 -19.865 0.41
H 12.679 19.494 -17.400 0.47
H 13.922 20.349 -18.293 0.25
H 15.016 18.244 -18.459 0.17
C 15.917 17.453 -14.912 -1.19
C 16.417 16.326 -15.730 1.32
O 16.350 15.119 -15.029 -0.72
H 15.784 18.376 -15.480 0.11
H 16.611 17.683 -14.100 0.32
H 14.934 17.299 -14.438 0.36
H 17.453 16.489 -16.020 -0.64
H 15.870 16.293 -16.657 -0.11
H 16.840 14.479 -15.535 0.51
C 17.153 20.425 -16.994 -0.41
C 17.791 20.280 -15.631 -0.12
O 17.016 20.826 -14.591 -0.60
H 17.705 19.846 -17.724 -0.11
H 17.169 21.469 -17.319 0.44
H 16.154 19.943 -16.935 -0.11
H 18.677 20.846 -15.594 0.49
H 18.041 19.218 -15.364 -0.02
H 17.284 20.398 -13.818 0.36
C 14.606 15.844 -19.840 -0.36
C 15.389 15.428 -21.050 0.19
O 15.671 16.625 -21.802 -0.60
H 15.382 16.107 -19.087 -0.17
H 14.093 15.029 -19.392 0.51
H 13.794 16.530 -20.052 0.03
H 14.929 14.654 -21.653 0.52
H 16.333 14.966 -20.744 -0.39
H 14.860 16.909 -22.212 0.34
C 19.815 17.707 -19.356 -1.40
C 18.950 16.910 -18.390 1.69
O 17.712 16.548 -19.028 0.45
H 19.452 18.707 -19.608 0.28
H 19.842 17.264 -20.355 0.48
H 20.913 17.698 -19.042 0.28
H 18.776 17.514 -17.448 -0.63
H 19.438 15.964 -18.017 -0.53
H 17.283 17.345 -19.244 0.07
C 19.729 15.546 -14.405 0.17
O 20.465 14.353 -14.206 -0.55
H 19.439 15.625 -15.407 -0.55
H 20.369 16.391 -14.144 0.33
H 18.903 15.420 -13.667 0.37
H 20.566 14.261 -13.246 0.29
C 16.175 19.660 -20.856 -1.06
O 16.330 18.534 -20.059 -0.41
H 16.842 19.724 -21.720 0.28
H 16.313 20.574 -20.239 0.30
H 15.248 19.696 -21.393 0.34
H 15.957 17.753 -20.573 0.06
C 22.326 15.085 -17.061 0.01
O 23.610 15.629 -17.357 -0.59
H 22.455 14.266 -16.354 0.31
H 21.967 14.684 -17.979 0.09
H 21.602 15.831 -16.571 -0.13
H 23.914 16.166 -16.645 0.32

(2)
55
Properties=species:S:1:pos:R:3:nbo_charge:R:1 method="wB97M-V/def2-TZVPD" orbital_gap_ev="7.28 / 6.85" largest_force_ev_per_a=4.43 e_tot_ev=-85229.8277 total_charge=+2 e_homo_ev="-13.551 / -14.806" spin_multiplicity=5
Cr 0.627 -0.035 -0.654 0.83
S -0.355 2.224 -0.599 0.24
S -0.043 -2.310 -0.794 0.22
C -2.214 2.174 -0.580 -0.70
C -0.203 2.457 -2.426 -0.49
C -0.842 1.305 -3.176 -0.24
N -0.166 0.051 -2.731 -0.65
C -0.833 -1.185 -3.215 -0.24
C -0.074 -2.373 -2.655 -0.49
H 0.873 2.539 -2.638 0.23
H -0.706 3.402 -2.656 0.26
H -0.715 1.449 -4.263 0.24
H -1.918 1.223 -2.980 0.22
H -0.813 -1.226 -4.315 0.24
H -1.885 -1.178 -2.902 0.22
H 0.971 -2.416 -3.001 0.23
H -0.577 -3.314 -2.908 0.27
C -1.871 -2.467 -0.567 -0.70
H 0.717 0.071 -3.276 0.39
H -2.325 -1.472 -0.594 0.21
H -2.058 -2.945 0.396 0.25
H -2.273 -3.095 -1.370 0.25
H -2.531 2.621 0.372 0.25
H -2.576 1.139 -0.660 0.21
H -2.600 2.781 -1.408 0.25
C 2.339 -0.163 -1.902 -0.60
C 2.610 -0.724 -0.596 -0.55
H 2.767 0.823 -2.157 0.23
H 2.428 -0.867 -2.736 0.23
H 3.439 -0.237 -0.062 0.25
H 2.628 -1.826 -0.521 0.24
C -0.955 -1.811 2.706 -0.94
P -1.144 -0.276 1.706 0.87
C -2.952 0.001 1.816 -0.94
C -0.650 0.956 3.013 -0.70
C 0.857 1.027 3.164 -0.72
P 1.739 0.452 1.642 1.01
C 2.823 1.903 1.355 -0.94
C 2.811 -0.835 2.376 -0.94
H -1.553 -2.624 2.278 0.25
H -1.318 -1.602 3.722 0.25
H 0.093 -2.132 2.754 0.24
H -3.301 -0.275 2.819 0.26
H -3.185 1.056 1.631 0.24
H -3.481 -0.611 1.077 0.24
H -1.081 1.925 2.723 0.24
H -1.134 0.633 3.947 0.25
H 1.171 2.061 3.356 0.27
H 1.207 0.399 3.999 0.26
H 3.698 1.810 2.013 0.27
H 3.137 1.978 0.306 0.23
H 2.262 2.813 1.603 0.26
H 3.046 -0.564 3.417 0.26
H 2.328 -1.823 2.330 0.25
H 3.759 -0.887 1.823 0.25

(3)
12
Properties=species:S:1:pos:R:3:nbo_charge:R:1 method="wB97M-V/def2-TZVPD" orbital_gap_ev="6.34 / 5.73" largest_force_ev_per_a=1.97 e_tot_ev=-287326.1389 de_lowest_kj_mol=122.3 e_homo_ev="-9.408 / -9.336" spin_multiplicity=1
C -0.379 0.713 -0.876 0.05
C 0.948 0.651 -0.535 -0.29
C 1.206 -0.228 0.528 0.25
C -1.410 -1.071 0.322 0.14
N 0.993 -1.001 1.352 -0.30
N -1.294 0.078 -0.151 -0.43
Br 2.258 1.685 -1.384 0.15
Br 4.572 -0.090 0.851 -0.01
Br -0.767 -2.660 -0.489 0.08
Br -3.268 1.769 0.873 -0.11
H -0.748 1.407 -1.618 0.24
H -2.110 -1.253 1.127 0.23